one | 2 unconnected molecules or ions with the total composition C4H6ClF. Source: the OMol25 dataset; level of theory: ωB97M-V/def2-TZVPD.

Geometry as XYZ:
```
12
C4H6ClF, DFT ωB97M-V/def2-TZVPD
C -0.899 -1.785 -0.320
C 0.385 -0.849 -0.582
C 1.286 -0.863 -1.489
C 0.255 0.152 0.465
H -1.799 -0.988 0.120
H -0.557 -2.676 0.596
H -1.800 -2.380 -1.464
H 1.053 -1.620 -2.273
H 2.008 0.152 -1.625
H 0.353 -0.562 1.377
F 1.489 0.746 0.725
Cl -1.107 1.261 0.489
```

Summary:
Total charge ... 0
Orbital gap ... 10.976 eV
Multiplicity ... 1

The molecule's natural (NBO) atomic charges, reported in e, are given here:
1 C -0.67
2 C -0.12
3 C -0.37
4 C 0.14
5 H 0.25
6 H 0.25
7 H 0.22
8 H 0.22
9 H 0.24
10 H 0.20
11 F -0.36
12 Cl 0.01

=====

two | A molecular structure, C4H6ClF. Source: the OMol25 dataset; level of theory: ωB97M-V/def2-TZVPD.

Geometry as XYZ:
```
12
C4H6ClF, DFT ωB97M-V/def2-TZVPD
C 0.038 -0.077 0.121
C 1.888 0.281 -0.653
C -0.659 -1.109 -0.578
C -0.812 0.997 0.670
F 2.119 1.520 -0.485
Cl 2.902 -0.871 0.163
H -0.021 -1.861 -1.107
H -1.595 -0.865 -1.073
H -0.857 -1.614 0.430
H -1.816 0.528 0.834
H -0.820 1.794 -0.014
H -0.369 1.277 1.692
```

Summary:
Total charge ... 0
Orbital gap (spin up / spin down) ... 8.413 / 7.412 eV
Multiplicity ... 1

The molecule's natural (NBO) atomic charges, reported in e, are given here:
1 C 0.16
2 C 0.28
3 C -0.73
4 C -0.74
5 F -0.32
6 Cl -0.06
7 H 0.24
8 H 0.22
9 H 0.26
10 H 0.22
11 H 0.25
12 H 0.23

=====

Which structure loses on stability? two does.

=====

one | 2 unconnected molecules or ions with the total composition C17H19NO. Source: the OMol25 dataset; level of theory: ωB97M-V/def2-TZVPD.

Geometry as XYZ:
```
38
C17H19NO, DFT ωB97M-V/def2-TZVPD
C 1.236 -4.030 -0.651
C -1.129 -3.049 -0.393
C -0.240 -4.082 -0.892
C -2.422 -3.377 -0.796
C -1.030 -4.958 -1.548
C -2.021 -1.088 0.630
C -3.315 -1.440 0.217
C -0.941 -1.883 0.352
C -3.529 -2.599 -0.490
N -2.372 -4.601 -1.452
H -1.902 -0.191 1.223
H -4.108 -0.777 0.538
H 0.029 -1.621 0.764
H -4.487 -2.986 -0.831
H 1.722 -4.848 -1.185
H 1.454 -4.205 0.398
H -0.800 -5.805 -2.178
H -2.955 -4.769 -2.261
H 1.658 -3.078 -0.949
C 0.513 3.012 -1.295
C 1.590 3.348 -2.330
C 0.966 3.044 0.152
C 0.476 2.137 1.075
C 1.830 4.046 0.617
C 0.848 2.222 2.416
C 2.233 4.125 1.927
C 1.724 3.193 2.845
O 2.153 3.314 4.136
H -0.333 3.683 -1.399
H 0.134 2.002 -1.466
H 2.595 3.371 -1.920
H -0.129 1.303 0.743
H 2.213 4.731 -0.134
H 0.408 1.557 3.145
H 2.957 4.839 2.285
H 1.917 2.549 4.666
H 1.422 4.302 -2.829
H 1.633 2.609 -3.127
```

Summary:
Total charge ... 0
Orbital gap ... 8.874 eV
SMILES string ... Cc1c[nH]c2ccccc12.CCc1ccc(O)cc1
Multiplicity ... 1

The molecule's natural (NBO) atomic charges, reported in e, are given here:
1 C -0.63
2 C -0.11
3 C -0.07
4 C 0.21
5 C -0.03
6 C -0.24
7 C -0.22
8 C -0.19
9 C -0.26
10 N -0.56
11 H 0.21
12 H 0.21
13 H 0.21
14 H 0.21
15 H 0.22
16 H 0.22
17 H 0.21
18 H 0.40
19 H 0.22
20 C -0.42
21 C -0.62
22 C -0.03
23 C -0.19
24 C -0.19
25 C -0.30
26 C -0.26
27 C 0.30
28 O -0.67
29 H 0.21
30 H 0.21
31 H 0.21
32 H 0.21
33 H 0.21
34 H 0.21
35 H 0.22
36 H 0.48
37 H 0.21
38 H 0.21

=====

two | 2 unconnected molecules or ions with the total composition C17H19NO. Source: the OMol25 dataset; level of theory: ωB97M-V/def2-TZVPD.

Geometry as XYZ:
```
38
C17H19NO, DFT ωB97M-V/def2-TZVPD
C 0.904 -1.453 -1.601
C 2.100 -2.394 -1.477
C -0.493 -2.150 -1.559
C -1.257 -1.941 -0.371
C -1.017 -2.874 -2.644
C -2.563 -2.350 -0.351
C -2.205 -3.408 -2.603
C -3.004 -3.111 -1.461
O -4.247 -3.706 -1.359
H 0.843 -0.525 -0.931
H 1.025 -1.095 -2.625
H 2.500 -2.509 -2.479
H -0.791 -1.557 0.508
H -0.322 -3.053 -3.363
H -3.190 -2.122 0.478
H -2.626 -3.626 -3.560
H -4.711 -3.417 -0.465
H 1.736 -3.280 -1.071
H 2.935 -1.800 -0.986
C 1.946 0.103 0.913
C 0.724 2.275 1.358
C 1.893 1.398 1.590
C 0.950 3.497 2.129
C 2.552 2.077 2.596
C -1.370 3.082 0.565
C -1.096 4.359 1.137
C -0.546 2.057 0.642
C -0.013 4.469 2.038
N 2.110 3.313 2.826
H -2.311 3.059 0.070
H -1.968 5.125 0.991
H -0.825 1.192 0.061
H 0.095 5.459 2.460
H 1.061 -0.537 1.001
H 2.861 -0.469 1.175
H 3.468 1.781 3.102
H 2.539 3.982 3.405
H 2.313 0.146 -0.134
```

Summary:
Total charge ... 0
Orbital gap ... 8.543 eV
SMILES string ... Cc1c[nH]c2ccccc12.CCc1ccc(O)cc1
Multiplicity ... 1

The molecule's natural (NBO) atomic charges, reported in e, are given here:
1 C -0.44
2 C -0.62
3 C -0.03
4 C -0.18
5 C -0.19
6 C -0.30
7 C -0.28
8 C 0.33
9 O -0.68
10 H 0.23
11 H 0.20
12 H 0.21
13 H 0.21
14 H 0.20
15 H 0.21
16 H 0.23
17 H 0.48
18 H 0.22
19 H 0.21
20 C -0.67
21 C -0.07
22 C -0.05
23 C 0.10
24 C -0.03
25 C -0.23
26 C -0.22
27 C -0.22
28 C -0.24
29 N -0.51
30 H 0.20
31 H 0.22
32 H 0.22
33 H 0.21
34 H 0.22
35 H 0.23
36 H 0.20
37 H 0.41
38 H 0.23

=====

three | 2 unconnected molecules or ions with the total composition C17H19NO. Source: the OMol25 dataset; level of theory: ωB97M-V/def2-TZVPD.

Geometry as XYZ:
```
38
C17H19NO, DFT ωB97M-V/def2-TZVPD
C -1.293 0.804 1.720
C -1.618 1.135 3.180
C -0.203 -0.319 1.567
C -0.193 -1.476 0.730
C 0.865 -0.166 2.409
C 0.859 -2.495 0.827
C 1.833 -1.241 2.591
C 1.839 -2.337 1.800
O 2.869 -3.171 2.105
H -2.288 0.362 1.284
H -1.191 1.691 1.043
H -1.997 0.280 3.669
H -0.998 -1.707 0.028
H 1.012 0.725 3.173
H 0.991 -3.244 0.106
H 2.696 -1.155 3.386
H 2.775 -3.967 1.472
H -2.380 1.940 3.110
H -0.708 1.364 3.727
C -2.231 2.427 -2.057
C -0.896 1.988 -1.771
C 0.208 2.692 -1.333
C -0.420 0.595 -2.058
C 0.964 0.602 -1.654
C -1.060 -0.600 -2.533
C 1.833 -0.518 -1.913
C -0.244 -1.742 -2.629
C 1.119 -1.673 -2.273
N 1.314 1.901 -1.272
H -2.191 3.272 -2.781
H -2.830 2.670 -1.216
H 0.397 3.735 -1.038
H 2.137 2.057 -0.600
H -2.046 -0.525 -2.864
H 2.871 -0.560 -1.747
H -0.692 -2.623 -3.133
H 1.829 -2.498 -2.391
H -2.930 1.780 -2.663
```

Summary:
Total charge ... 0
Orbital gap ... 8.514 eV
SMILES string ... Cc1c[nH]c2ccccc12.CCc1ccc(O)cc1
Multiplicity ... 1

The molecule's natural (NBO) atomic charges, reported in e, are given here:
1 C -0.41
2 C -0.60
3 C -0.08
4 C -0.16
5 C -0.19
6 C -0.29
7 C -0.26
8 C 0.26
9 O -0.66
10 H 0.20
11 H 0.22
12 H 0.21
13 H 0.23
14 H 0.21
15 H 0.21
16 H 0.22
17 H 0.47
18 H 0.21
19 H 0.20
20 C -0.64
21 C -0.12
22 C -0.03
23 C -0.10
24 C 0.22
25 C -0.19
26 C -0.25
27 C -0.26
28 C -0.22
29 N -0.57
30 H 0.22
31 H 0.22
32 H 0.21
33 H 0.42
34 H 0.21
35 H 0.22
36 H 0.22
37 H 0.21
38 H 0.22

=====

Which structure loses on stability? two does.

=====

one | 2 unconnected molecules or ions with the total composition C9H14O. Source: the OMol25 dataset; level of theory: ωB97M-V/def2-TZVPD.

Geometry as XYZ:
```
24
C9H14O, DFT ωB97M-V/def2-TZVPD
C -2.549 -1.829 -0.794
C -2.152 -0.467 -1.349
H -1.897 -2.733 -1.135
H -2.395 -1.886 0.339
H -3.581 -2.046 -1.019
H -2.935 0.326 -1.162
H -2.182 -0.391 -2.394
H -1.157 0.020 -1.118
C 0.672 -1.837 0.587
C 0.738 1.875 1.416
C 0.459 0.513 1.434
C 1.532 2.318 0.331
C 1.064 -0.380 0.482
C 2.150 1.455 -0.649
C 1.871 0.169 -0.420
O 2.061 3.626 0.624
H 0.506 2.565 2.194
H -0.201 0.189 2.309
H 1.410 4.116 0.986
H 2.640 1.753 -1.575
H 1.037 -2.713 0.106
H -0.337 -1.931 0.187
H 2.419 -0.481 -1.048
H 0.827 -2.231 1.669
```

Summary:
Total charge ... -1
Orbital gap (spin up / spin down) ... 2.774 / 6.697 eV
Multiplicity ... 2

The molecule's natural (NBO) atomic charges, reported in e, are given here:
1 C -0.62
2 C -0.64
3 H 0.20
4 H 0.22
5 H 0.19
6 H 0.19
7 H 0.19
8 H 0.26
9 C -0.63
10 C -0.31
11 C -0.38
12 C 0.18
13 C -0.17
14 C -0.47
15 C -0.19
16 O -0.77
17 H 0.18
18 H 0.17
19 H 0.44
20 H 0.19
21 H 0.20
22 H 0.20
23 H 0.17
24 H 0.18

=====

two | 2 unconnected molecules or ions with the total composition C9H14O. Source: the OMol25 dataset; level of theory: ωB97M-V/def2-TZVPD.

Geometry as XYZ:
```
24
C9H14O, DFT ωB97M-V/def2-TZVPD
C -2.328 -1.828 1.165
C -0.407 1.915 0.119
C -0.016 1.197 1.256
C -1.599 1.560 -0.516
C -0.621 -0.055 1.507
C -2.255 0.293 -0.231
C -1.745 -0.482 0.770
O 0.413 2.892 -0.384
H 0.734 1.557 1.956
H 1.347 2.719 -0.202
H -1.994 2.267 -1.241
H -0.170 -0.654 2.293
H -3.003 0.032 -0.966
H -1.566 -2.559 0.871
H -3.307 -2.054 0.730
H -2.500 -1.893 2.241
C 2.255 0.023 -0.677
C 2.516 -1.202 -1.597
H 1.216 0.249 -0.876
H 2.615 -0.196 0.321
H 2.847 0.859 -1.083
H 2.246 -2.130 -1.085
H 3.541 -1.287 -1.968
H 1.781 -1.225 -2.404
```

Summary:
Total charge ... -1
Orbital gap (spin up / spin down) ... 3.009 / 7.211 eV
Multiplicity ... 2

The molecule's natural (NBO) atomic charges, reported in e, are given here:
1 C -0.63
2 C 0.29
3 C -0.43
4 C -0.42
5 C -0.40
6 C -0.35
7 C -0.03
8 O -0.72
9 H 0.18
10 H 0.48
11 H 0.18
12 H 0.18
13 H 0.19
14 H 0.19
15 H 0.19
16 H 0.19
17 C -0.64
18 C -0.65
19 H 0.25
20 H 0.20
21 H 0.17
22 H 0.19
23 H 0.18
24 H 0.20

=====

Which structure loses on stability? one does.